The following is a DFT calculation (ωB97M-V/def2-TZVPD) of a structure of composition C4H4N2Na.

Maximum force   0.959 eV Å⁻¹
Frontier orbital gap   9.16 eV
ΔE to the lowest compared entry with this formula, charge and spin   5.1 kcal/mol

The geometry in ORCA input format:
```
! wB97M-V def2-TZVPD RIJCOSX def2/J DEFGRID3
* xyz 1 1
Na 0.741 2.870 1.684
N 0.233 0.903 0.530
N -0.381 -1.478 -0.867
C 1.116 0.297 -0.277
C 0.813 -0.877 -0.965
C -0.961 0.303 0.629
C -1.264 -0.871 -0.060
H 2.103 0.768 -0.376
H 1.556 -1.352 -1.620
H -1.704 0.777 1.283
H -2.251 -1.342 0.039
*
```

---

The following is a DFT calculation (ωB97M-V/def2-TZVPD) of a structure of composition C3H2F2O.

Maximum force   2.575 eV Å⁻¹
Frontier orbital gap (spin up / spin down)   8.88 / 6.35 eV
ΔE to the lowest compared entry with this formula, charge and spin   123.3 kcal/mol

The geometry in ORCA input format:
```
! wB97M-V def2-TZVPD RIJCOSX def2/J DEFGRID3
* xyz 0 1
C -0.508 -0.217 0.571
C -1.059 0.456 -0.482
C 0.711 0.429 0.237
O 0.201 1.117 -0.775
F 1.839 0.729 0.776
F 1.375 -2.084 -0.251
H -0.796 -1.022 1.242
H -1.763 0.591 -1.319
*
```

---

The following is a DFT calculation (ωB97M-V/def2-TZVPD) of a cluster of 9 separate species, C45H48O15 in total.

Maximum force   14.892 eV Å⁻¹
Frontier orbital gap   6.30 eV
SMILES string   O=C1C=CC(=O)C=C1.O=C1C=CC(=O)C=C1.O=C1C=CC(=O)C=C1.O=C1C=CC(=O)C=C1.O=C1C=CC(=O)C=C1.O=C1C=CC(=O)C=C1.CC(C)O.CC(C)O.CC(C)O
ΔE to the lowest compared entry with this formula, charge and spin   136.1 kcal/mol

The geometry in ORCA input format:
```
! wB97M-V def2-TZVPD RIJCOSX def2/J DEFGRID3
* xyz 0 1
O -17.412 -5.740 22.120
C -17.457 -6.863 21.503
C -18.533 -7.899 21.619
C -18.443 -9.149 20.734
C -17.322 -9.450 19.780
O -17.327 -10.431 19.049
C -16.266 -8.397 19.738
C -16.335 -7.194 20.654
H -19.478 -7.923 22.380
H -19.201 -9.979 20.798
H -15.319 -8.497 18.997
H -15.454 -6.595 20.481
O -23.689 -10.547 25.116
C -23.872 -11.606 24.649
C -24.710 -11.752 23.352
C -24.896 -13.237 22.918
C -24.112 -14.321 23.391
O -24.315 -15.565 22.927
C -23.210 -14.139 24.538
C -23.155 -12.765 25.073
H -25.187 -10.859 22.965
H -25.704 -13.417 22.123
H -22.531 -14.837 24.742
H -22.516 -12.661 26.072
O -24.173 -14.580 17.186
C -23.722 -15.269 18.048
C -23.312 -14.747 19.518
C -22.630 -15.673 20.369
C -22.305 -17.021 20.041
O -21.463 -17.605 20.642
C -22.959 -17.620 18.904
C -23.480 -16.755 17.782
H -23.695 -13.808 19.862
H -22.267 -15.268 21.340
H -22.764 -18.745 18.820
H -23.868 -17.343 16.939
O -14.652 -15.541 24.904
C -15.830 -15.379 25.335
C -16.462 -16.573 25.992
C -17.877 -16.401 26.641
C -18.593 -15.091 26.544
O -19.614 -15.095 27.200
C -17.833 -13.942 25.890
C -16.493 -14.053 25.338
H -15.843 -17.518 25.950
H -18.451 -17.191 27.084
H -18.615 -13.050 25.836
H -16.013 -13.105 25.060
O -18.351 -17.599 17.851
C -18.552 -16.440 17.970
C -19.896 -15.895 17.458
C -20.252 -14.352 17.847
C -19.216 -13.607 18.561
O -19.473 -12.456 18.986
C -17.882 -14.118 18.815
C -17.654 -15.479 18.484
H -20.585 -16.414 17.129
H -21.248 -13.900 17.622
H -17.057 -13.485 19.255
H -16.832 -16.126 18.786
O -21.163 -8.062 29.275
C -21.156 -8.297 28.077
C -21.684 -9.689 27.581
C -21.668 -9.914 26.072
C -21.202 -8.984 25.165
O -21.333 -9.266 23.908
C -20.535 -7.846 25.596
C -20.360 -7.468 27.119
H -22.164 -10.409 28.190
H -22.424 -10.896 25.754
H -20.228 -7.202 24.767
H -19.820 -6.530 27.396
C -17.516 -9.616 24.625
C -16.700 -10.799 25.043
C -17.237 -11.689 26.143
O -16.455 -11.656 23.858
H -17.863 -8.892 25.410
H -18.466 -10.046 24.338
H -17.082 -8.876 23.900
H -15.638 -10.508 25.343
H -17.120 -11.187 27.265
H -16.659 -12.347 26.487
H -18.399 -11.798 26.137
H -15.517 -11.916 23.738
C -19.396 -14.374 22.799
C -19.650 -12.925 22.395
C -21.098 -12.725 21.909
O -19.620 -12.185 23.528
H -18.412 -14.601 23.274
H -19.303 -14.903 21.916
H -20.086 -14.979 23.366
H -18.983 -12.449 21.724
H -21.039 -11.849 21.447
H -21.823 -12.879 22.529
H -21.446 -13.367 21.083
H -19.805 -11.305 23.344
C -17.343 -17.609 21.593
C -17.627 -19.028 21.831
C -17.166 -19.479 23.099
O -18.998 -19.155 21.850
H -17.548 -16.849 22.352
H -17.932 -17.145 20.806
H -16.461 -17.609 21.014
H -17.153 -19.515 20.909
H -16.093 -19.581 23.237
H -17.746 -20.413 23.334
H -17.466 -18.813 23.982
H -19.537 -18.356 21.554
*
```

---

The following is a DFT calculation (ωB97M-V/def2-TZVPD) of the molecule C4H7N3O.

Maximum force   2.656 eV Å⁻¹
Frontier orbital gap   10.30 eV
SMILES string   C=NNC(=O)N1CC1
ΔE to the lowest compared entry with this formula, charge and spin   69.5 kcal/mol

The geometry in ORCA input format:
```
! wB97M-V def2-TZVPD RIJCOSX def2/J DEFGRID3
* xyz 0 1
C -2.726 -0.291 0.104
N -1.486 -0.316 -0.203
N -0.928 0.974 -0.161
C 0.387 1.246 -0.202
O 0.728 2.419 -0.014
N 1.192 0.158 -0.469
C 2.355 -0.305 0.251
C 1.184 -1.261 -0.130
H -3.154 0.662 0.387
H -3.443 -1.135 -0.029
H -1.507 1.829 -0.090
H 2.461 -0.078 1.286
H 3.234 -0.427 -0.376
H 1.214 -1.893 -0.985
H 0.488 -1.583 0.632
*
```

---

The following is a DFT calculation (ωB97M-V/def2-TZVPD) of a structure of composition C2H6N2Si.

Maximum force   5.812 eV Å⁻¹
Frontier orbital gap (spin up / spin down)   4.81 / 8.91 eV
ΔE to the lowest compared entry with this formula, charge and spin   16.5 kcal/mol

The geometry in ORCA input format:
```
! wB97M-V def2-TZVPD RIJCOSX def2/J DEFGRID3
* xyz 0 3
C -1.598 0.139 -0.639
C -2.010 -0.002 0.622
N 0.998 -1.544 -0.207
N 1.196 1.345 -0.106
Si 0.216 0.016 -0.179
H -2.193 0.516 -1.532
H -2.981 0.286 0.978
H 1.752 -1.685 0.568
H 0.232 -2.243 -0.168
H 1.898 1.527 0.527
H 0.691 2.268 -0.465
*
```

---

The following is a DFT calculation (ωB97M-V/def2-TZVPD) of the ion C20H26NO2 with charge +1.

Maximum force   1.594 eV Å⁻¹
Frontier orbital gap   9.05 eV
SMILES string   COc1ccc(C(c2ccc(OC)cc2)[N@@H+]2CCC[C@H]2C)cc1
ΔE to the lowest compared entry with this formula, charge and spin   25.4 kcal/mol

The geometry in ORCA input format:
```
! wB97M-V def2-TZVPD RIJCOSX def2/J DEFGRID3
* xyz 1 1
C -5.355 2.633 -1.544
O -4.994 1.240 -1.617
C -3.713 0.860 -1.378
C -3.449 -0.524 -1.497
C -2.187 -1.005 -1.206
C -1.175 -0.153 -0.729
C 0.126 -0.808 -0.255
C 1.430 -0.231 -0.795
C 2.533 -1.099 -0.870
C 3.788 -0.622 -1.172
C 3.976 0.764 -1.385
O 5.263 1.183 -1.469
C 5.587 2.588 -1.516
C 2.847 1.611 -1.492
C 1.584 1.093 -1.211
N 0.124 -0.828 1.248
C 1.311 -1.502 1.951
C 0.868 -2.948 2.072
C -0.653 -2.880 2.321
C -1.121 -1.477 1.883
C -1.575 -0.591 3.031
C -1.451 1.211 -0.578
C -2.671 1.741 -1.000
H -6.441 2.604 -1.620
H -5.048 3.097 -0.597
H -4.927 3.185 -2.391
H -4.258 -1.191 -1.785
H -1.999 -2.079 -1.272
H 0.086 -1.867 -0.549
H 2.407 -2.163 -0.650
H 4.657 -1.276 -1.187
H 6.677 2.580 -1.522
H 5.202 3.051 -2.435
H 5.212 3.124 -0.632
H 2.954 2.661 -1.771
H 0.724 1.741 -1.332
H 0.154 0.173 1.459
H 1.406 -1.017 2.927
H 2.229 -1.346 1.394
H 1.396 -3.458 2.888
H 1.095 -3.475 1.131
H -0.863 -2.995 3.397
H -1.214 -3.667 1.789
H -1.897 -1.535 1.114
H -2.549 -0.933 3.407
H -0.848 -0.638 3.859
H -1.690 0.454 2.697
H -0.724 1.893 -0.126
H -2.836 2.821 -0.987
*
```

---

The following is a DFT calculation (ωB97M-V/def2-TZVPD) of the molecule C3H5N3.

Maximum force   1.959 eV Å⁻¹
Frontier orbital gap   9.43 eV
SMILES string   Nc1ccn[nH]1
ΔE to the lowest compared entry with this formula, charge and spin   90.9 kcal/mol

The geometry in ORCA input format:
```
! wB97M-V def2-TZVPD RIJCOSX def2/J DEFGRID3
* xyz 0 1
N 0.360 -0.410 -1.747
C -0.049 -0.155 -0.428
C -0.011 1.142 0.126
C 0.102 0.811 1.537
N 0.027 -0.475 1.794
N -0.139 -1.080 0.597
H 1.096 0.262 -1.945
H -0.311 -0.415 -2.504
H -1.084 0.917 -0.426
H 0.402 1.462 2.357
H -0.394 -2.060 0.640
*
```

---

The following is a DFT calculation (ωB97M-V/def2-TZVPD) of the ion C5H9N2S with charge +1.

Maximum force   4.616 eV Å⁻¹
Frontier orbital gap   7.08 eV
ΔE to the lowest compared entry with this formula, charge and spin   125.0 kcal/mol

The geometry in ORCA input format:
```
! wB97M-V def2-TZVPD RIJCOSX def2/J DEFGRID3
* xyz 1 1
C -1.174 -1.781 0.698
C -0.206 -1.373 1.430
C 0.442 1.001 1.156
C 0.372 0.893 -0.366
C -0.836 -0.427 -2.080
N -0.358 0.067 -0.905
N 0.513 -0.262 1.839
S 1.201 2.209 -1.311
H -1.933 -2.509 0.316
H 0.162 -2.277 2.102
H 1.230 1.576 1.476
H -0.428 1.627 1.410
H -0.390 -1.375 -2.302
H -1.895 -0.646 -1.866
H -0.573 0.213 -2.916
H 1.416 -0.669 1.952
H 1.432 2.878 -0.233
*
```

---

- The highest ΔE to the lowest compared entry with this formula, charge and spin belongs to which entry?
  C45H48O15

---

- Which value of ΔE to the lowest compared entry with this formula, charge and spin does entry 5 give?
  16.5 kcal/mol

---

- Which formula does entry 3 have?
  C45H48O15